A molecular structure, C4H2InO2 in a non-equilibrium geometry. Source: OMol25; level of theory: the ωB97M-V functional and the def2-TZVPD basis.

Results
- orbital gap (spin up / spin down) (Eh) = 0.2777 / 0.2279
- E (Eh) = -493.738542
- E_HOMO (spin up / spin down) (Ha) = -0.53015 / -0.52948
- lowest unoccupied orbital energy (spin up / spin down) (eV) = -6.869 / -8.206
- total charge = +1

The geometry in XYZ format:
```
9
Properties=species:S:1:pos:R:3:forces:R:3
O 1.224335 -0.794791 2.431746 -1.291 0.650 -2.605
C 0.518392 -0.555807 1.456760 0.174 -0.790 4.249
H -0.530857 -0.928469 1.411641 0.389 -0.094 -0.093
C -0.994641 0.154228 -1.470165 6.051 -4.160 1.216
C 0.117234 0.190660 -0.769339 -4.905 0.560 -2.174
C 0.905295 0.306747 0.330342 6.643 0.406 -1.643
O 2.162063 0.669987 0.096417 -3.903 -0.558 1.260
In -2.207141 1.705239 -1.416478 -2.724 3.331 -0.031
H -1.194680 -0.747795 -2.070923 -0.434 0.654 -0.180
```
Positions in Å, forces in eV/Å.

=====

A molecular structure, C4H2LiNaO2 in a non-equilibrium geometry. Source: OMol25; level of theory: the ωB97M-V functional and the def2-TZVPD basis.

Results
- orbital gap (spin up / spin down) (Eh) = 0.1783 / 0.1240
- E (Eh) = -473.661477
- E_HOMO (spin up / spin down) (Ha) = -0.25610 / -0.21535
- lowest unoccupied orbital energy (spin up / spin down) (eV) = -2.117 / -2.486

The geometry in XYZ format:
```
10
Properties=species:S:1:pos:R:3:forces:R:3
C 0.038183 -0.266179 -2.209347 0.548 -1.662 2.048
C 0.465777 0.518459 -1.307875 0.903 -0.721 -1.189
O -0.476733 -1.297972 -2.665091 -0.370 0.576 -0.336
Li 0.881986 -2.269263 -0.146821 2.188 0.099 -0.856
H 1.417333 0.713253 -0.846401 -0.271 0.679 -0.441
C -0.377320 0.794421 0.941865 0.145 -0.754 3.375
C -0.019912 0.891569 2.241522 -2.527 0.770 -3.181
O 0.143562 1.002611 3.394696 1.037 -0.446 0.258
Na -0.886360 -1.505215 0.081081 -2.476 1.908 -0.149
H -1.186515 1.418318 0.516370 0.823 -0.449 0.472
```
Positions in Å, forces in eV/Å.

=====

C4H2N2S in the gas phase in a non-equilibrium geometry. Source: OMol25; level of theory: the ωB97M-V functional and the def2-TZVPD basis.

Results
- orbital gap (spin up / spin down) (Eh) = 0.2566 / 0.2567
- E (Eh) = -661.105787
- E_HOMO (spin up / spin down) (Ha) = -0.31607 / -0.31609
- lowest unoccupied orbital energy (spin up / spin down) (eV) = -1.617 / -1.617

The geometry in XYZ format:
```
9
Properties=species:S:1:pos:R:3:forces:R:3
C -0.556775 2.516241 1.151446 0.479 5.044 2.500
C 1.719051 -1.704960 -0.516729 -2.438 1.589 -1.889
C -0.636980 -1.018654 -0.825820 -0.411 0.950 0.209
C -0.251742 1.419356 0.489116 -0.016 -3.891 -1.928
N -0.469922 3.556916 1.709240 -0.761 -1.784 -0.848
N 0.538097 -1.475224 -0.689744 3.177 0.287 1.811
S -1.421575 0.504068 -0.172161 1.257 -0.911 -0.287
H 2.286398 -2.118081 0.254252 0.424 -0.905 1.135
H -1.206551 -1.679662 -1.399599 -1.711 -0.378 -0.703
```
Positions in Å, forces in eV/Å.